*one*
This record from the Open Molecules 2025 dataset describes an isolated molecule of C20H22N2O3. The level of theory is the ωB97M-V functional and the def2-TZVPD basis.

Output
LUMO energy: -0.48 eV

Each line ends with the natural charge from an NBO analysis.
Cartesian coordinates (Å):
C  3.031  0.285  1.718  -0.642
C  2.542  -0.657  2.618  -0.096
O  2.037  -1.835  1.965  -0.522
C  0.620  -1.667  1.678  0.290
C  -0.118  -0.511  2.034  -0.333
C  -1.471  -0.427  1.270  -0.185
C  -2.095  -1.491  0.625  -0.055
C  -3.461  -1.343  0.085  -0.384
C  -3.533  -0.801  -1.140  -0.261
N  -2.844  0.413  -1.645  -0.576
C  -1.472  0.676  -1.700  0.619
O  -0.613  -0.268  -2.052  -0.618
C  -1.002  1.955  -1.497  -0.110
C  -1.615  3.168  -1.593  -0.132
C  -0.893  4.306  -1.440  -0.197
C  0.258  4.398  -0.984  -0.168
C  1.073  3.293  -0.661  -0.180
C  2.455  3.273  -0.439  0.259
N  3.372  3.404  0.344  -0.266
C  0.467  1.966  -0.857  -0.055
C  -1.324  -2.511  0.440  -0.334
C  -0.238  -2.779  0.833  0.356
O  0.487  -4.034  0.479  -0.608
C  2.097  -3.903  0.108  0.019
C  2.053  -3.057  -1.070  -0.567
H  2.220  0.598  1.109  0.208
H  3.729  1.115  2.121  0.248
H  3.745  -0.173  0.947  0.216
H  3.297  -1.182  3.046  0.197
H  1.982  -0.266  3.413  0.182
H  0.375  0.321  2.442  0.215
H  -1.999  0.462  1.661  0.201
H  -4.213  -0.663  0.899  0.170
H  -4.135  -2.254  0.181  0.257
H  -2.833  -1.337  -1.759  0.234
H  -4.575  -0.769  -1.488  0.213
H  -3.345  1.149  -0.780  0.340
H  -2.456  3.111  -1.927  0.190
H  -1.454  5.259  -1.462  0.216
H  0.613  5.380  -0.738  0.223
H  0.967  1.063  -0.878  0.234
H  -1.883  -3.385  0.001  0.225
H  2.085  -4.991  0.031  0.208
H  2.466  -3.570  0.858  0.167
H  2.038  -2.058  -0.953  0.219
H  3.171  -3.226  -1.253  0.195
H  1.611  -3.279  -1.791  0.187



*two*
This record from the Open Molecules 2025 dataset describes an isolated molecule of C20H22N2O3. The level of theory is the ωB97M-V functional and the def2-TZVPD basis.

Output
LUMO energy: -0.54 eV

Each line ends with the natural charge from an NBO analysis.
Cartesian coordinates (Å):
C  -0.093  1.527  -8.822  -0.560
C  0.659  2.808  -7.790  -0.419
C  0.425  2.185  -6.340  0.075
C  -0.783  2.535  -5.568  -0.261
C  -0.632  2.231  -4.299  -0.156
C  0.299  1.372  -3.683  0.080
N  0.138  0.816  -2.478  -0.567
C  -0.730  1.301  -1.435  0.602
O  -1.837  1.929  -1.583  -0.581
C  -0.755  0.595  -0.183  -0.029
C  -1.078  1.129  1.024  -0.207
C  -0.716  0.550  2.111  -0.177
C  -0.380  -0.858  2.295  0.113
N  0.148  -1.386  3.518  -0.609
C  -0.407  -0.986  4.688  0.673
O  -0.989  0.212  5.132  -0.638
C  0.047  -2.145  5.746  0.018
C  1.074  -1.749  6.671  -0.404
C  1.840  -3.085  7.026  -0.432
C  0.967  -4.085  6.141  -0.034
O  0.328  -3.465  5.128  -0.528
C  0.093  -1.368  1.194  -0.240
C  -0.165  -1.001  -0.042  -0.189
C  1.287  0.987  -4.517  -0.210
C  1.576  1.171  -5.804  -0.220
H  -1.092  1.551  -8.654  0.192
H  0.147  1.863  -9.967  0.185
H  0.416  0.636  -8.670  0.197
H  0.174  3.666  -8.123  0.208
H  1.612  2.722  -8.168  0.203
H  -1.221  3.188  -6.002  0.186
H  -1.702  2.572  -3.691  0.243
H  0.812  0.263  -2.044  0.404
H  -1.522  1.903  0.980  0.202
H  -1.287  1.050  3.038  0.258
H  0.211  -2.555  3.505  0.454
H  -0.922  -2.209  6.504  0.189
H  1.805  -1.180  5.909  0.187
H  0.760  -1.196  7.379  0.216
H  1.616  -3.135  8.172  0.214
H  2.936  -3.000  6.894  0.225
H  1.540  -4.640  5.695  0.168
H  0.218  -4.608  6.847  0.158
H  0.303  -2.589  1.199  0.191
H  0.169  -1.472  -1.026  0.223
H  2.020  0.499  -3.993  0.181
H  2.462  0.975  -6.274  0.217



The structure with the most favorable energy is *two*; the runner-up is 57.1 kJ/mol above it.



*one*
This record from the Open Molecules 2025 dataset describes the ion C2H7N2 with charge +1. The level of theory is the ωB97M-V functional and the def2-TZVPD basis.

Output
LUMO energy: -3.76 eV
Charge: +1

Each line ends with the natural charge from an NBO analysis.
Cartesian coordinates (Å):
C  0.476  0.206  -1.580  -0.416
N  0.275  -0.432  -0.258  -0.503
C  -0.303  0.236  0.708  0.399
N  -0.723  -0.228  1.857  -0.700
H  1.456  0.675  -1.597  0.229
H  0.428  -0.565  -2.336  0.243
H  -0.264  0.984  -1.743  0.227
H  0.618  -1.382  -0.150  0.429
H  -0.448  1.279  0.446  0.224
H  -0.469  -1.177  2.089  0.424
H  -1.047  0.402  2.564  0.444



*two*
This record from the Open Molecules 2025 dataset describes a structure of composition C2H7N2. The level of theory is the ωB97M-V functional and the def2-TZVPD basis.

Output
LUMO energy (alpha / beta): -4.73 / -4.70 eV
Charge: +1

Each line ends with the natural charge from an NBO analysis.
Cartesian coordinates (Å):
C  0.598  0.463  -0.287  0.031
C  -1.353  0.822  0.026  0.008
N  -0.568  0.205  -0.871  -0.383
N  -0.140  1.325  0.690  -0.562
H  1.527  0.679  -0.776  0.246
H  2.401  -0.044  1.845  -0.040
H  2.250  -0.651  2.187  0.041
H  -2.328  1.395  -0.176  0.266
H  -0.828  -0.199  -1.740  0.462
H  0.112  1.084  1.679  0.478
H  0.118  2.251  0.476  0.454



The structure with the most favorable energy is *one*; the runner-up is 542.6 kJ/mol above it.



*one*
This record from the Open Molecules 2025 dataset describes the ion C2H7N2 with charge +1. The level of theory is the ωB97M-V functional and the def2-TZVPD basis.

Output
LUMO energy: -3.73 eV
Charge: +1

Each line ends with the natural charge from an NBO analysis.
Cartesian coordinates (Å):
N  0.401  0.030  -1.886  -0.782
C  -0.225  0.008  -0.692  0.063
C  0.371  0.006  0.523  -0.224
N  -0.427  0.011  1.841  -0.693
H  -0.206  -0.482  -2.712  0.424
H  1.148  0.587  -2.235  0.430
H  -1.291  -0.394  -0.744  0.200
H  1.463  0.054  0.632  0.236
H  -0.700  0.916  2.340  0.453
H  0.148  -0.433  2.486  0.435
H  -1.255  -0.625  1.567  0.459



*two*
This record from the Open Molecules 2025 dataset describes the ion C2H7N2 with charge +1. The level of theory is the ωB97M-V functional and the def2-TZVPD basis.

Output
LUMO energy: -9.04 eV
Charge: +1

Each line ends with the natural charge from an NBO analysis.
Cartesian coordinates (Å):
C  -0.157  -0.823  -1.514  -0.552
N  -0.563  1.051  1.432  -0.608
C  0.538  0.153  0.684  -0.218
N  0.495  0.275  -0.705  0.142
H  0.590  -1.413  -2.124  0.332
H  -0.778  -1.553  -0.916  0.243
H  -0.908  -0.379  -2.237  0.314
H  -0.921  1.816  0.908  0.399
H  -0.231  1.263  2.309  0.392
H  1.550  0.498  0.982  0.335
H  0.385  -0.887  1.180  0.221



The structure with the most favorable energy is *one*; the runner-up is 374.9 kJ/mol above it.



*one*
This record from the Open Molecules 2025 dataset describes a cluster of 2 separate species, C2H7N2 in total. The level of theory is the ωB97M-V functional and the def2-TZVPD basis.

Output
LUMO energy: -5.13 eV
Charge: +1

Each line ends with the natural charge from an NBO analysis.
Cartesian coordinates (Å):
C  0.665  0.165  -0.907  0.114
C  1.384  0.597  1.407  0.074
N  1.023  0.377  0.255  -0.254
N  -1.699  -0.669  -0.567  -1.059
H  0.750  -0.853  -1.222  0.259
H  0.536  0.958  -1.563  0.246
H  2.493  0.498  1.524  0.245
H  0.763  0.961  2.164  0.240
H  -2.289  -1.426  -0.788  0.392
H  -2.211  0.146  -0.751  0.379
H  -1.414  -0.755  0.449  0.365



*two*
This record from the Open Molecules 2025 dataset describes the ion C2H7N2 with charge +1. The level of theory is the ωB97M-V functional and the def2-TZVPD basis.

Output
LUMO energy: -3.74 eV
Charge: +1

Each line ends with the natural charge from an NBO analysis.
Cartesian coordinates (Å):
N  1.290  1.562  -0.346  -0.781
C  0.709  0.432  0.135  0.074
C  -0.482  -0.046  -0.237  -0.219
N  -1.129  -1.237  0.335  -0.665
H  2.031  1.945  0.213  0.413
H  1.332  1.721  -1.345  0.417
H  1.174  -0.070  0.974  0.199
H  -1.053  0.398  -1.033  0.225
H  -1.456  -1.807  -0.448  0.445
H  -1.936  -1.042  0.928  0.445
H  -0.480  -1.856  0.823  0.446



The structure with the most favorable energy is *two*; the runner-up is 153.5 kJ/mol above it.



*one*
This record from the Open Molecules 2025 dataset describes a cluster of 2 separate species, C2H7N2 in total. The level of theory is the ωB97M-V functional and the def2-TZVPD basis.

Output
LUMO energy: -8.55 eV
Charge: +1

Each line ends with the natural charge from an NBO analysis.
Cartesian coordinates (Å):
C  0.063  0.668  -0.111  0.188
C  1.379  0.488  -0.224  -0.079
N  2.165  -0.411  0.333  -0.660
N  -3.071  -0.496  -0.110  -0.988
H  -0.536  1.554  -0.320  0.251
H  1.933  1.188  -0.857  0.323
H  3.159  -0.375  0.158  0.439
H  1.825  -1.043  1.044  0.432
H  -3.524  -0.582  0.788  0.384
H  -2.775  -1.409  -0.434  0.372
H  -2.264  0.095  -0.156  0.338



*two*
This record from the Open Molecules 2025 dataset describes the ion C2H7N2 with charge +1. The level of theory is the ωB97M-V functional and the def2-TZVPD basis.

Output
LUMO energy: -4.30 eV
Charge: +1

Each line ends with the natural charge from an NBO analysis.
Cartesian coordinates (Å):
C  0.036  -1.047  1.308  -0.422
N  -0.179  0.194  0.534  -0.517
C  0.144  0.213  -0.740  0.418
N  -0.149  1.192  -1.560  -0.704
H  -0.692  -1.814  1.074  0.237
H  1.007  -1.443  0.991  0.216
H  0.093  -0.809  2.364  0.249
H  -0.113  1.102  0.964  0.432
H  0.651  -0.666  -1.122  0.218
H  -0.920  1.777  -1.292  0.424
H  0.121  1.301  -2.522  0.448



*three*
This record from the Open Molecules 2025 dataset describes the ion C2H7N2 with charge +1. The level of theory is the ωB97M-V functional and the def2-TZVPD basis.

Output
LUMO energy: -3.75 eV
Charge: +1

Each line ends with the natural charge from an NBO analysis.
Cartesian coordinates (Å):
N  -1.091  0.563  1.610  -0.759
C  -0.040  0.100  0.871  0.072
C  -0.154  -0.033  -0.487  -0.273
N  0.944  -0.427  -1.372  -0.683
H  -1.988  0.772  1.145  0.412
H  -1.027  0.675  2.605  0.421
H  0.899  0.056  1.449  0.228
H  -1.111  -0.018  -1.015  0.224
H  0.563  -0.904  -2.263  0.461
H  1.533  0.381  -1.650  0.448
H  1.472  -1.164  -0.894  0.448



*four*
This record from the Open Molecules 2025 dataset describes the ion C2H7N2 with charge +1. The level of theory is the ωB97M-V functional and the def2-TZVPD basis.

Output
LUMO energy: -3.82 eV
Charge: +1

Each line ends with the natural charge from an NBO analysis.
Cartesian coordinates (Å):
N  0.987  0.758  -1.447  -0.749
C  0.142  -0.012  -0.673  0.090
C  -0.700  0.219  0.365  -0.215
N  -0.545  -0.805  1.465  -0.671
H  1.910  0.378  -1.315  0.398
H  1.025  1.767  -1.419  0.410
H  0.729  -0.931  -0.571  0.171
H  -1.664  0.694  0.451  0.246
H  -0.586  -0.420  2.410  0.449
H  -1.303  -1.475  1.469  0.431
H  0.323  -1.317  1.330  0.439



The structure with the most favorable energy is *two*; the runner-up is 76.3 kJ/mol above it.



*one*
This record from the Open Molecules 2025 dataset describes the ion CH6N3O with charge +1. The level of theory is the ωB97M-V functional and the def2-TZVPD basis.

Output
LUMO energy: -3.33 eV
Charge: +1

Each line ends with the natural charge from an NBO analysis.
Cartesian coordinates (Å):
N  -1.444  0.530  -0.037  -0.746
C  -0.257  -0.025  -0.023  0.653
N  -0.285  -1.363  -0.033  -0.753
N  0.843  0.773  -0.049  -0.287
O  2.018  -0.040  0.053  -0.518
H  -2.153  -0.086  0.257  0.415
H  -1.624  1.527  -0.143  0.438
H  -1.213  -1.644  -0.318  0.421
H  0.470  -1.946  0.338  0.462
H  0.930  1.686  0.196  0.412
H  2.716  0.588  -0.241  0.502



*two*
This record from the Open Molecules 2025 dataset describes a cluster of 2 separate species, CH6N3O in total. The level of theory is the ωB97M-V functional and the def2-TZVPD basis.

Output
LUMO energy (alpha / beta): -8.54 / -8.56 eV
Charge: +1

Each line ends with the natural charge from an NBO analysis.
Cartesian coordinates (Å):
C  1.519  -0.446  -0.184  0.302
N  0.673  -1.359  -0.112  -0.544
N  -2.148  -0.562  0.190  0.085
N  1.681  0.889  0.051  -0.767
O  -2.546  0.566  -0.239  -0.318
H  -0.430  -1.226  -0.097  0.304
H  2.586  -0.710  -0.402  0.209
H  0.884  1.249  0.527  0.381
H  -1.542  -0.260  1.016  0.368
H  2.600  1.246  0.164  0.429
H  -3.275  0.613  -0.913  0.551



The structure with the most favorable energy is *one*; the runner-up is 500.6 kJ/mol above it.